# 1
Computed, not measured: a 2-piece molecular cluster, C3H7NO2 overall in a non-equilibrium geometry, with ωB97M-V with the def2-TZVPD basis set.

## Properties
Strongest force on any atom (hartree/bohr): 0.025
E_LUMO (eV): 0.93
HOMO-LUMO gap (hartree): 0.3293
SMILES: C=CN.O=CO
HOMO level (Eh): -0.2949

Last column: natural (NBO) charge in e.
Element x y z (Å)
C1 1.2716 -0.2651 -1.4126  0.022
C2 1.9014 -0.0257 -0.2550  -0.542
N1 0.1157 0.3590 -1.8205  -0.818
H1 1.6668 -1.0254 -2.0871  0.174
H2 2.9459 -0.2900 -0.1661  0.204
H3 1.3969 0.4481 0.5774  0.195
H4 0.0894 1.3520 -1.6710  0.383
H5 -1.3353 -1.4930 1.8014  0.491
H6 -0.4024 0.1269 -2.6464  0.383
O1 -1.4962 -0.8324 2.4984  -0.685
C3 -1.9562 0.2704 1.8576  0.645
O2 -2.0335 0.3729 0.6750  -0.564
H7 -2.1641 1.0024 2.6491  0.113

Atomic forces in eV per Å
C 0.261 -0.386 -0.225
C -0.107 -0.050 -0.225
N -0.516 0.596 0.211
H 0.144 0.332 -0.161
H -0.188 -0.465 0.304
H 0.182 0.524 -0.189
H -0.116 -0.026 0.381
H 0.128 0.020 0.168
H 0.361 -0.550 -0.116
O -0.264 -0.032 -0.531
C 0.688 -0.569 0.909
O -0.337 0.271 -0.133
H -0.236 0.335 -0.393

# 2
Computed, not measured: one molecule with the formula C5H8P2 in a non-equilibrium geometry, with ωB97M-V with the def2-TZVPD basis set.

## Properties
Strongest force on any atom (hartree/bohr): 0.091
E_LUMO (eV): -0.33
HOMO-LUMO gap (hartree): 0.2862
SMILES: C[C@]1(P)C=CC=P1
HOMO level (Eh): -0.2984

Last column: natural (NBO) charge in e.
Element x y z (Å)
C1 1.4666 -0.8060 -1.1119  -0.251
C2 0.1883 -1.0437 -0.6829  -0.191
C3 2.0925 0.2731 -0.4401  -0.591
C4 -0.4465 -0.0547 0.2054  -0.495
C5 -1.1732 -0.4473 1.5110  -0.617
P1 1.1055 1.1650 0.6966  0.568
P2 -1.6384 1.0676 -0.9161  0.289
H1 1.9981 -1.3958 -1.7038  0.209
H2 -0.3917 -1.9305 -0.9027  0.211
H3 3.2024 0.5647 -0.5099  0.240
H4 -1.8914 0.4680 1.8694  0.221
H5 -0.3584 -0.7357 2.2062  0.225
H6 -1.7363 -1.2404 1.2394  0.201
H7 -0.6250 1.8813 -1.5315  -0.006
H8 -1.7924 2.2345 0.0711  -0.014

Atomic forces in eV per Å
C -3.046 1.634 3.139
C 0.148 -0.135 -0.061
C 0.967 2.654 2.057
C 1.659 3.228 0.316
C 1.075 3.849 0.208
P -0.455 -2.046 -2.175
P 0.893 1.290 1.669
H 1.933 -2.639 -2.707
H 0.098 -0.140 -0.470
H -1.852 -0.660 -0.299
H 2.025 -2.382 -0.542
H -1.035 0.212 0.122
H -2.226 -2.746 -0.184
H -0.195 -0.547 -0.101
H 0.012 -1.572 -0.973

# 3
Computed, not measured: C3H7FInO2 as an isolated structure in a non-equilibrium geometry, with ωB97M-V with the def2-TZVPD basis set.

## Properties
Strongest force on any atom (hartree/bohr): 0.153
E_LUMO (spin up / spin down) (eV): -12.12 / -12.13
HOMO-LUMO gap (spin up / spin down) (hartree): 0.1940 / 0.2621
⟨S²⟩: 0.75
Net charge: +2
HOMO level (spin up / spin down) (Eh): -0.6394 / -0.7078
Spin multiplicity: 2

Last column: Mulliken charge in e.
Element x y z (Å)
O1 -1.3583 -1.0410 1.0817  -0.409
C1 -0.2201 -1.6819 0.6312  -0.331
C2 0.7926 -0.7257 0.0232  -0.516
O2 0.1033 0.1692 -0.8760  -0.202
C3 0.7212 1.2838 -1.2839  0.088
In1 -2.1746 0.3885 0.4098  0.901
H1 -0.4597 -2.4545 -0.1257  0.321
H2 0.3069 -2.1980 1.4569  0.366
H3 1.5479 -1.2643 -0.5654  0.409
H4 1.2753 -0.1223 0.8062  0.463
H5 0.2852 1.7112 -2.1917  0.316
H6 1.7967 1.3678 -1.0905  0.359
H7 -0.9017 2.3571 1.1795  0.495
F1 -1.7147 2.2101 0.5448  -0.260

Atomic forces in eV per Å
O 2.690 -3.980 2.697
C 0.914 -1.279 -0.780
C 1.261 -1.142 1.548
O 1.608 5.067 -1.855
C -0.729 -5.412 -1.191
In -6.374 -1.397 -2.956
H -0.100 0.279 0.377
H -0.304 0.224 -0.246
H -0.174 0.186 0.105
H -0.056 -0.021 -0.282
H -0.552 0.748 0.645
H -0.208 0.547 0.777
H -2.594 0.466 -1.607
F 4.619 5.716 2.767

# 4
Computed, not measured: a 2-piece molecular cluster, C6H16NO overall in a non-equilibrium geometry, with ωB97M-V with the def2-TZVPD basis set.

## Properties
Strongest force on any atom (hartree/bohr): 0.082
E_LUMO (spin up / spin down) (eV): -2.63 / -5.11
HOMO-LUMO gap (spin up / spin down) (hartree): 0.2656 / 0.3753
⟨S²⟩: 2.01
Net charge: +1
HOMO level (spin up / spin down) (Eh): -0.3622 / -0.5630
Spin multiplicity: 3

Last column: natural (NBO) charge in e.
Element x y z (Å)
C1 -3.0476 -0.5003 -0.1940  -0.692
C2 2.4441 -0.7741 -0.2025  -0.406
C3 1.1619 1.0957 -0.6401  -0.403
C4 1.2918 0.1856 1.6325  -0.413
C5 -0.0275 -0.9149 0.0915  -0.029
C6 -2.1408 0.6956 -0.1578  0.055
N1 1.2070 -0.0716 0.2239  -0.272
O1 -2.0408 1.2877 -1.3673  -0.675
H1 -3.1753 -0.8280 -1.2024  0.206
H2 -4.0089 -0.1063 0.2164  0.256
H3 -2.6531 -1.3644 0.4203  0.215
H4 3.2209 -0.6203 0.4985  0.240
H5 2.1896 -1.8057 -0.3944  0.241
H6 2.7642 -0.3385 -1.1603  0.235
H7 1.9080 1.7865 -0.2505  0.227
H8 1.4219 0.7855 -1.5617  0.213
H9 0.1332 1.5156 -0.6819  0.265
H10 1.9061 1.0643 1.7946  0.231
H11 0.4141 0.4648 2.1206  0.241
H12 1.7533 -0.6903 2.0553  0.231
H13 -0.0774 -1.5161 -0.8273  0.193
H14 -0.2575 -1.3773 0.9820  0.176
H15 -1.9004 1.3773 0.6627  0.177
H16 -2.4868 0.6490 -2.0581  0.489

Atomic forces in eV per Å
C 0.348 0.644 2.708
C 0.021 -0.576 -1.756
C -2.218 2.707 2.360
C 2.153 1.172 1.219
C 2.474 -0.600 -2.570
C -0.841 -0.152 -0.203
N -1.605 -1.413 -0.729
O -0.699 -1.010 -2.778
H -0.193 -0.348 -0.669
H 0.287 -1.024 -0.253
H -0.711 0.808 -0.490
H 0.662 -0.118 0.807
H 0.330 -0.401 0.343
H 0.037 -0.428 0.473
H -0.151 0.245 -0.217
H 0.589 -0.707 -3.184
H 0.896 -0.028 0.246
H 0.671 -0.104 -0.005
H -1.930 -0.070 0.307
H -0.086 -0.118 0.647
H -0.162 0.645 0.268
H -0.824 -0.800 1.754
H -0.397 -0.437 -0.103
H 1.351 2.113 1.824

Copy entry 3 word for word.
Computed, not measured: C3H7FInO2 as an isolated structure in a non-equilibrium geometry, with ωB97M-V with the def2-TZVPD basis set.

## Properties
Strongest force on any atom (hartree/bohr): 0.153
E_LUMO (spin up / spin down) (eV): -12.12 / -12.13
HOMO-LUMO gap (spin up / spin down) (hartree): 0.1940 / 0.2621
⟨S²⟩: 0.75
Net charge: +2
HOMO level (spin up / spin down) (Eh): -0.6394 / -0.7078
Spin multiplicity: 2

Last column: Mulliken charge in e.
Element x y z (Å)
O1 -1.3583 -1.0410 1.0817  -0.409
C1 -0.2201 -1.6819 0.6312  -0.331
C2 0.7926 -0.7257 0.0232  -0.516
O2 0.1033 0.1692 -0.8760  -0.202
C3 0.7212 1.2838 -1.2839  0.088
In1 -2.1746 0.3885 0.4098  0.901
H1 -0.4597 -2.4545 -0.1257  0.321
H2 0.3069 -2.1980 1.4569  0.366
H3 1.5479 -1.2643 -0.5654  0.409
H4 1.2753 -0.1223 0.8062  0.463
H5 0.2852 1.7112 -2.1917  0.316
H6 1.7967 1.3678 -1.0905  0.359
H7 -0.9017 2.3571 1.1795  0.495
F1 -1.7147 2.2101 0.5448  -0.260

Atomic forces in eV per Å
O 2.690 -3.980 2.697
C 0.914 -1.279 -0.780
C 1.261 -1.142 1.548
O 1.608 5.067 -1.855
C -0.729 -5.412 -1.191
In -6.374 -1.397 -2.956
H -0.100 0.279 0.377
H -0.304 0.224 -0.246
H -0.174 0.186 0.105
H -0.056 -0.021 -0.282
H -0.552 0.748 0.645
H -0.208 0.547 0.777
H -2.594 0.466 -1.607
F 4.619 5.716 2.767

- Which formula does entry 4 have?
  C6H16NO